A 8-piece molecular cluster, C58H98BrClNO20P overall at a distorted geometry, computed with ωB97M-V with the def2-TZVPD basis set.

```
180
Properties=species:S:1:pos:R:3:forces:R:3:lowdin_charge:R:1
H 4.491 2.531 -1.508 0.1 -0.1 -0.2 0.116
H 0.877 -3.498 -3.686 0.0 0.0 -0.3 0.124
C 1.908 3.069 -3.677 0.1 -0.1 0.3 -0.474
H 2.817 1.727 -7.907 -0.1 0.2 -0.1 0.044
H -10.346 1.338 1.904 0.0 0.0 0.0 0.081
H -9.937 10.862 -5.945 0.1 0.0 0.0 0.067
H 5.531 -5.462 -1.380 0.1 0.0 0.0 0.067
C 3.884 5.016 4.987 -0.1 -0.1 0.0 -0.063
H -7.909 1.817 1.869 0.1 -0.1 0.0 0.124
H -3.006 5.276 -8.143 0.5 0.2 -0.1 0.115
H 4.161 -11.436 11.176 0.0 0.0 0.0 0.082
O -1.457 -2.221 4.275 -0.3 0.2 -0.2 0.103
H 5.192 -4.561 8.806 0.0 0.1 0.0 0.068
C -4.717 4.671 -7.083 0.2 0.0 0.5 -0.166
H 5.487 -6.278 8.607 0.1 0.0 0.0 0.079
H -1.155 -3.692 -1.972 0.0 -0.2 0.2 0.121
H 7.997 -10.810 9.670 0.0 0.0 0.0 0.096
H 6.012 -1.865 6.220 -0.2 0.0 -0.1 0.091
O 4.569 2.819 5.799 0.2 -0.1 0.2 0.000
H 3.292 -0.808 -7.788 0.2 -0.2 0.0 0.037
H 5.908 -11.495 10.916 0.0 0.0 -0.1 0.067
C -1.602 -2.446 -3.627 0.0 0.3 0.2 -0.356
H 1.825 3.899 -1.113 -0.1 0.2 0.0 0.089
H 0.248 3.143 -7.826 -0.1 0.0 -0.4 0.089
C 7.142 -5.053 7.994 0.0 0.0 0.2 -0.229
C -8.453 -0.388 -1.331 0.1 0.4 -0.2 0.018
C -7.690 5.595 -6.968 0.3 0.0 0.2 0.027
H 1.977 0.729 -8.832 -0.5 0.0 -0.2 0.033
C -9.630 0.563 1.631 0.0 -0.1 -0.1 -0.064
H -3.684 -2.036 -3.945 -0.3 -0.1 -0.1 0.112
H 8.031 -9.630 8.349 0.2 0.0 0.1 0.091
Cl 1.824 4.797 -3.477 -0.1 0.2 0.0 0.783
H -4.837 3.625 -6.822 0.0 -0.2 0.1 0.123
H 3.787 2.580 0.826 0.0 -0.3 -0.1 0.059
H 1.147 -3.704 -1.976 0.0 -0.3 0.1 0.104
C 2.544 0.105 -1.486 0.2 -0.1 -0.4 -0.368
H 2.147 -2.287 5.446 -0.1 0.0 0.0 0.109
H 5.367 -3.347 0.050 0.0 -0.1 0.0 0.120
C -0.240 -3.449 5.892 0.1 0.3 0.3 0.012
H -7.991 5.062 -6.077 -0.2 0.0 0.2 0.093
C 2.132 -1.155 -3.841 -0.1 0.3 0.5 -0.322
H -10.095 -0.091 0.893 0.0 0.1 0.0 0.067
C 4.430 -5.379 1.498 0.3 -0.2 0.0 -0.518
C -10.301 11.202 -4.975 0.0 -0.1 -0.1 -0.066
H 5.325 -4.013 -2.373 0.0 0.0 0.0 0.083
C 2.495 -3.955 4.081 -0.3 0.1 0.2 -0.055
H 1.510 4.459 -5.793 0.3 0.1 0.2 0.048
H -1.751 -3.366 -4.186 0.0 -0.2 -0.1 0.131
C 7.324 -8.857 10.191 0.2 -0.4 -0.2 -0.535
O 3.803 -4.613 0.582 -0.2 0.2 0.1 -0.015
H -3.276 0.195 -3.273 -0.1 0.0 -0.3 0.117
C -8.355 1.187 1.102 -0.2 0.0 0.2 -0.234
H 3.753 2.650 3.257 -0.1 0.1 0.1 0.056
C -3.236 5.067 -7.104 -1.1 -0.5 0.1 -0.169
H 2.196 2.302 4.038 0.0 0.0 0.0 0.102
H 4.236 5.899 4.453 0.0 0.0 0.0 0.082
Br 1.336 -1.803 0.257 0.0 0.0 -0.2 0.921
H 3.220 0.992 3.425 -0.2 -0.1 0.1 0.087
C 2.046 -2.544 4.390 0.3 -0.2 0.1 -0.226
C 0.083 3.262 -6.769 0.1 0.0 0.6 -0.197
H 4.821 -9.574 9.625 0.1 0.0 0.0 0.113
O 3.359 0.398 -0.648 0.1 0.2 0.5 0.101
C -8.725 8.427 -4.515 0.0 -0.1 -0.3 -0.515
O 0.709 -2.294 3.935 0.0 0.3 -0.2 -0.018
C -7.911 8.995 -5.645 0.3 0.5 0.5 0.014
C 2.194 2.342 -2.525 -0.1 0.3 -0.2 -0.171
H -0.649 4.908 -5.570 0.0 0.3 0.1 0.104
C 5.030 -9.526 10.694 -0.1 -0.2 0.0 -0.239
C -3.782 0.604 1.015 0.1 0.3 0.3 -0.062
H -0.766 5.129 -7.335 0.3 0.5 0.1 0.109
H -4.628 1.280 1.118 -0.2 0.1 0.0 0.073
C -2.340 3.969 -6.549 0.2 0.8 -0.2 -0.210
O 6.213 -8.763 10.944 0.0 0.3 0.1 -0.006
C 4.970 3.962 5.039 0.0 0.2 -0.1 -0.234
P 1.742 0.152 -6.693 -1.2 -1.0 -0.4 0.899
C -3.584 -0.385 -1.243 -0.3 0.0 0.3 -0.078
H -1.262 1.292 -0.472 0.3 0.2 0.1 0.079
H -7.634 10.039 -5.513 -0.2 0.1 -0.1 0.078
N 1.901 1.285 -7.987 0.9 0.0 0.5 -0.180
C -6.363 6.234 -6.743 0.4 0.0 0.2 -0.544
O 3.692 0.813 5.937 0.1 -0.1 0.1 0.099
C -2.263 1.642 -0.731 0.0 -0.6 0.0 -0.057
C 3.223 1.963 3.915 0.4 -0.1 -0.3 0.020
H 2.233 3.291 -6.833 0.3 0.0 -0.2 0.088
H 6.324 -5.739 2.368 -0.1 -0.1 0.1 0.086
H -0.427 -4.487 5.619 0.0 0.0 0.0 0.094
H 2.989 4.647 4.487 0.0 0.0 -0.1 0.068
H -6.989 8.430 -5.716 -0.3 0.1 0.0 0.061
H 4.766 -2.850 7.001 0.0 0.0 0.0 0.092
H 3.595 5.308 5.996 0.1 0.0 0.0 0.083
H -0.300 -0.742 -4.066 0.1 0.2 0.0 0.061
H 1.885 -4.697 4.599 0.0 0.0 0.1 0.079
H -0.394 2.339 -6.443 0.0 -0.2 0.1 0.097
O -5.446 5.444 -6.092 -0.2 -0.3 -0.5 -0.035
C 5.834 -2.764 6.805 0.4 0.1 0.0 0.021
H -8.050 -0.460 -2.338 0.0 -0.2 0.0 0.091
O -6.344 -1.165 -0.554 -0.4 -0.1 0.0 0.092
C 2.256 0.971 -2.675 0.0 -0.3 0.1 -0.038
H -2.270 1.840 -1.795 0.0 0.2 -0.3 0.063
O -6.059 7.334 -7.107 0.1 0.0 -0.3 0.107
C 4.497 -3.832 -0.393 0.2 0.0 -0.2 -0.238
H -0.870 -2.014 -1.653 0.2 0.2 0.2 0.087
H -1.862 -0.292 -2.397 0.3 0.1 -0.1 0.088
C -0.384 -2.588 4.656 0.2 -0.5 0.3 -0.538
C 1.547 -1.773 -2.607 -0.7 -0.1 -0.2 -0.184
H 2.667 -1.838 3.840 -0.1 0.1 0.0 0.115
H -3.191 5.974 -6.515 0.4 0.3 0.0 0.124
H 3.534 -4.099 4.374 0.0 0.0 -0.1 0.067
O -7.363 0.202 0.806 0.2 0.2 0.2 0.000
C -7.300 -0.465 -0.357 -0.1 -0.2 0.0 -0.507
H -4.410 -1.035 -0.968 0.5 -0.2 -0.2 0.080
H 6.510 -10.359 8.810 0.0 -0.1 0.1 0.069
H 4.222 -8.951 11.143 0.1 0.1 0.0 0.123
C -3.250 0.559 -0.372 0.1 0.2 -0.4 -0.346
O 2.647 -1.881 -4.642 0.0 -0.3 -0.6 0.130
H -4.062 -0.369 1.382 -0.3 -0.3 0.0 0.080
H -8.534 1.824 0.241 0.0 0.0 -0.2 0.113
H -9.860 10.995 -2.889 0.0 -0.1 0.1 0.121
C 1.862 1.091 -5.090 1.1 0.4 0.3 -0.184
H 7.872 -5.855 8.091 0.0 0.0 -0.1 0.119
C 5.907 -5.658 1.367 0.2 0.4 0.1 0.020
C 7.457 -9.991 9.198 -0.3 0.2 -0.3 0.014
H -9.022 0.538 -1.273 -0.1 -0.1 0.1 0.071
H -11.332 10.863 -4.878 0.0 0.0 0.1 0.083
H -9.416 -0.045 2.511 0.0 0.1 0.0 0.084
H -2.672 3.700 -5.552 -0.1 -0.3 0.2 0.121
H -2.433 3.110 -7.206 0.0 -0.3 0.0 0.113
H 6.271 -5.399 9.931 0.0 0.0 0.0 0.085
C -0.882 4.430 -6.515 0.0 -0.9 -0.3 -0.194
O 3.192 -0.647 -6.845 0.3 0.7 0.3 -0.302
C 5.955 -5.335 8.889 -0.2 0.0 0.0 -0.061
H 3.952 -5.087 -2.052 0.0 0.1 0.0 0.081
H 2.403 -4.155 3.019 0.0 0.0 -0.1 0.061
O 6.132 -3.990 4.798 0.1 -0.1 -0.2 0.093
H -5.177 4.820 -8.055 -0.1 0.1 -0.2 0.119
H -8.469 8.883 -6.573 0.0 0.0 0.0 0.101
O -8.734 7.245 -4.292 -0.1 -0.1 0.1 0.103
H 6.035 -6.605 0.845 0.0 0.0 0.0 0.095
O -9.518 9.225 -3.778 -0.1 0.0 0.3 0.001
H 2.129 2.325 -0.421 -0.2 -0.1 0.2 0.110
H -0.518 -1.866 -5.429 0.4 -0.1 -0.1 0.067
H -1.791 -0.793 -4.976 -0.1 0.3 -0.1 0.081
C -2.973 -1.968 -3.131 0.5 0.0 0.1 -0.168
H -8.401 6.352 -7.252 -0.3 0.1 -0.1 0.083
O 8.220 -8.079 10.362 -0.1 0.2 0.1 0.100
C -2.904 -0.547 -2.566 -0.1 0.0 0.2 -0.202
O 4.270 3.277 0.376 0.0 0.6 0.4 -0.059
C 0.742 -3.025 -2.722 0.3 -0.1 0.5 -0.134
H -8.426 10.994 -3.889 0.0 0.0 -0.1 0.113
C 3.858 1.802 5.277 -0.3 0.1 -0.1 -0.525
C -0.738 -2.787 -2.400 -0.3 -0.1 -0.8 -0.159
C 6.278 -3.957 5.989 -0.3 0.2 0.2 -0.527
H -2.483 2.557 -0.198 0.1 0.2 0.2 0.075
C 1.467 3.424 -6.090 -0.6 -0.1 -0.5 -0.190
C 1.744 2.499 -4.934 -0.1 0.1 -0.4 -0.192
H -0.989 -3.132 6.613 -0.1 -0.1 -0.1 0.087
H -3.008 0.992 1.672 0.2 0.0 0.2 0.076
H -10.287 12.292 -4.966 0.0 0.0 0.0 0.081
C 5.096 -10.898 11.331 0.2 0.0 0.0 -0.064
H 5.276 -10.807 12.402 -0.1 0.0 0.0 0.084
H 6.470 -4.882 0.852 -0.1 -0.1 -0.1 0.072
H 0.730 -3.375 6.377 0.0 -0.1 -0.1 0.066
C -9.461 10.652 -3.842 0.0 0.2 -0.1 -0.238
H 5.841 4.357 5.559 0.0 -0.1 0.1 0.122
C 2.424 3.007 -1.207 0.2 -0.2 0.2 -0.148
H 4.193 4.257 -1.380 0.0 0.3 -0.1 0.116
H 7.656 -4.130 8.266 -0.1 0.0 0.0 0.115
H -9.118 -1.232 -1.153 0.0 0.0 0.0 0.096
C 2.079 0.349 -3.910 0.0 -0.1 -0.5 -0.087
H -3.265 -2.644 -2.332 -0.4 -0.2 0.1 0.110
H -7.570 4.865 -7.761 -0.1 -0.1 -0.2 0.091
H 5.307 3.665 4.045 -0.1 0.0 0.0 0.114
H 3.803 -3.038 -0.666 -0.1 0.0 0.1 0.077
C 1.796 -1.164 -1.458 0.0 0.2 0.5 -0.533
C 4.851 -4.645 -1.621 0.0 -0.1 0.1 -0.056
O 6.775 -5.040 6.611 0.2 -0.1 -0.2 0.003
C 3.912 3.288 -0.988 0.1 -0.3 0.0 -0.247
O 3.778 -5.878 2.372 -0.1 -0.2 -0.1 0.094
C -0.990 -1.404 -4.572 -0.4 -0.4 -0.1 -0.057
H 6.364 -2.645 7.748 -0.1 -0.1 0.1 0.070
```
Positions in Å, forces in eV/Å.

Properties
Frontier orbital gap, eV: 7.3